[1]
{
  "formula": "C2HF3S2",
  "method": "ωB97M-V/def2-TZVPD",
  "species": ["C", "C", "F", "F", "F", "S", "S", "H"],
  "xyz": [[1.309185, -1.159408, 1.590173], [-0.885827, 0.253024, -0.984819], [-0.665187, -0.740034, -0.126211], [-2.176278, 0.666853, -0.991341], [-0.589220, -0.217496, -2.228436], [1.995718, -1.414525, 2.911627], [0.208146, 1.657777, -0.661064], [0.803461, 0.953810, 0.490071]],
  "forces_ev_per_a": [[0.1, 0.1, -0.2], [0.7, 0.5, -0.9], [-1.2, 0.2, -0.4], [0.6, -0.9, 0.1], [-0.7, 0.0, 0.5], [0.3, -0.2, 0.6], [1.0, -1.1, 2.3], [-0.9, 1.3, -2.0]],
  "e_above_lowest_kcal_mol": 18.2,
  "homo_energy_ev": -10.1,
  "charge": 0
}



[2]
{
  "formula": "C8H11BBrCaCl3CsF8O",
  "method": "ωB97M-V/def2-TZVPD",
  "species": ["C", "C", "C", "Cl", "B", "Br", "H", "H", "H", "H", "H", "H", "H", "Cs", "C", "C", "C", "F", "F", "F", "F", "O", "C", "C", "F", "F", "F", "F", "H", "H", "H", "H", "Cl", "Ca", "Cl"],
  "xyz": [[-3.189331, -2.887257, 3.465449], [-2.154251, -4.124821, 3.248864], [-0.692209, -3.556388, 2.873767], [-0.140221, -4.341632, 1.293703], [0.459419, -3.812074, 4.006393], [0.123046, -3.984040, 5.974403], [-2.638231, -2.011713, 3.980914], [-4.073800, -3.200213, 4.144096], [-3.535644, -2.500656, 2.447005], [-2.535753, -4.690873, 2.310472], [-2.162077, -4.878604, 4.115290], [-0.786849, -2.412263, 2.717685], [1.583828, -3.930508, 3.631664], [2.478944, -2.347046, 3.086242], [-0.364458, 1.635137, -1.388330], [-0.698980, 2.542928, -2.590753], [0.058847, 2.235817, -3.881194], [1.384343, 2.391510, -3.738382], [-0.337812, 3.103252, -4.882991], [-0.535656, 3.834295, -2.225367], [-2.030527, 2.391708, -2.842442], [0.564165, 2.165170, -0.436410], [1.943660, 1.969406, -0.702245], [2.700880, 3.290164, -0.871303], [2.217274, 4.005547, -1.908768], [4.010095, 3.063404, -1.128226], [2.088608, 1.139828, -1.755628], [2.433605, 1.300307, 0.368675], [-1.295160, 1.523165, -0.818776], [-0.105689, 0.616789, -1.694012], [-0.138446, 1.217384, -4.227836], [2.624549, 3.903698, 0.029568], [0.900276, 4.570795, -5.254652], [0.046858, -0.850246, -0.713575], [1.796696, 2.628033, -6.633300]],
  "forces_ev_per_a": [[0.6, -0.1, 0.6], [-1.1, 0.3, -1.0], [-0.5, 0.2, 1.2], [0.1, 0.6, 0.9], [-2.3, -1.9, 0.8], [0.3, 0.4, -2.1], [-0.9, -1.4, -0.6], [1.4, 0.6, -1.4], [0.3, -0.6, 1.5], [0.8, 0.8, 1.7], [0.2, 1.4, -1.2], [0.1, -1.6, -0.2], [-2.7, -3.4, 1.7], [3.5, 4.7, -2.1], [-0.3, 0.8, 0.7], [-0.4, 0.8, 0.2], [0.0, -0.3, -0.9], [-0.3, -0.2, 0.5], [-3.8, -5.0, 1.8], [0.2, -0.4, -0.1], [0.4, -0.4, -0.1], [0.8, -0.5, -1.1], [-0.9, -0.5, 0.3], [0.5, 1.1, -0.2], [-0.2, -0.4, 0.3], [-0.3, -0.5, 0.2], [0.3, 0.1, 0.2], [0.2, 0.4, -0.1], [0.0, 0.2, 0.0], [-0.1, 2.6, -1.9], [-0.1, 0.0, 0.0], [-0.1, -0.2, 0.1], [5.0, 3.4, -3.1], [0.3, -3.1, 2.0], [-1.1, 2.1, 1.4]],
  "homo_energy_ev": -8.3,
  "charge": 1
}



[3]
{
  "formula": "C3H6N2O4PS",
  "method": "ωB97M-V/def2-TZVPD",
  "species": ["C", "C", "C", "N", "N", "O", "O", "O", "O", "P", "S", "H", "H", "H", "H", "H", "H"],
  "xyz": [[-1.416600, -0.379286, 0.050849], [0.490475, -0.891979, -0.669161], [-0.140367, 0.436387, -0.364609], [-0.789351, -1.629057, -0.300865], [0.544228, 1.238877, 0.666127], [-2.541461, -0.187183, -0.585838], [-1.582068, 0.174182, -2.945862], [-1.620617, -0.417036, 1.535325], [-3.912067, -1.074498, -2.529987], [-2.524223, -0.722286, -2.149213], [-1.637388, -2.548832, -1.399983], [0.872090, -0.979087, -1.646657], [1.339610, -1.314666, -0.008340], [-0.404403, 0.997018, -1.290074], [-0.139768, 1.706726, 1.303065], [0.993372, 2.092670, 0.136894], [-2.206636, -1.076918, 1.696713]],
  "forces_ev_per_a": [[1.8, -0.3, 3.7], [1.2, -2.1, 1.8], [-0.7, 0.8, 1.0], [2.5, 0.2, -0.3], [0.3, 2.9, -0.9], [-2.1, 1.3, -0.4], [-1.3, -1.5, 1.2], [2.8, 4.3, -2.4], [0.3, 0.5, -0.2], [0.0, 0.1, -1.8], [-0.3, -0.2, -1.2], [-0.1, -0.4, -1.6], [-1.3, 1.2, -0.6], [0.3, -0.5, 0.7], [0.5, -0.8, -0.7], [-1.0, -2.1, 1.4], [-2.8, -3.2, 0.5]],
  "smiles": "N[C@H]1CN2S[P@@](=O)([O-])O[C@]12O",
  "homo_energy_ev": -4.6,
  "charge": -1
}



[4]
{
  "formula": "C4H3N2OS3",
  "method": "ωB97M-V/def2-TZVPD",
  "species": ["C", "C", "C", "C", "N", "N", "O", "S", "S", "S", "H", "H", "H"],
  "xyz": [[-1.620512, 1.574145, -0.697787], [0.189818, 0.092969, -0.003406], [-0.035469, -2.536396, -1.745097], [1.309498, -0.663720, 0.161681], [-1.811948, 0.985551, 0.416419], [-0.857618, 0.179513, 0.844080], [-0.687157, -2.869522, -0.845702], [0.889302, -2.038613, -2.860846], [0.082839, 1.284146, -1.381680], [1.442048, -1.482407, 1.694432], [-2.089987, 2.448860, -1.116603], [2.185468, -0.756937, -0.506514], [0.084992, -1.021839, 2.061292]],
  "forces_ev_per_a": [[2.0, 0.6, -1.1], [1.6, 0.8, -1.5], [-1.1, -0.4, 2.5], [0.3, 0.1, -0.3], [-1.0, 0.6, -0.1], [0.2, -0.7, 0.4], [0.2, -0.1, -1.0], [0.8, 0.3, -1.7], [-1.6, -0.7, 1.3], [-1.8, 0.0, 1.3], [-0.7, -0.2, 0.2], [-0.9, 0.4, 0.4], [2.0, -0.7, -0.4]],
  "homo_energy_ev": -2.2,
  "charge": -1
}



[5]
{
  "formula": "C2H10CoF3N2",
  "method": "ωB97M-V/def2-TZVPD",
  "species": ["C", "Co", "N", "N", "H", "H", "H", "H", "H", "H", "H", "H", "H", "H", "F", "C", "F", "F"],
  "xyz": [[2.101104, 1.208345, 0.341058], [-1.181857, 0.415504, -0.469885], [-1.457227, -1.637800, -0.071501], [-0.416331, 0.282038, -2.436942], [-2.452784, -1.707728, 0.125153], [1.869932, 0.170495, 0.601324], [2.543391, 1.755106, 1.191490], [1.144488, 1.730301, 0.035141], [2.805618, 1.200503, -0.495906], [-1.188830, 0.437717, -3.090513], [-0.007589, -0.634101, -2.682668], [0.307211, 0.986557, -2.644624], [-1.248624, -2.217421, -0.890766], [-0.952649, -2.034004, 0.739814], [-2.200550, -0.011362, 2.092989], [-1.778996, 1.037039, 1.273893], [-2.876473, 1.879121, 1.148249], [-0.815333, 1.745089, 2.008893]],
  "forces_ev_per_a": [[-0.7, 0.6, -0.2], [0.7, 0.1, -0.9], [0.4, -0.9, 0.2], [0.1, 0.1, 0.4], [0.1, -0.1, 0.0], [0.0, 0.2, 0.1], [-0.2, -0.3, -0.3], [1.1, -0.6, 0.3], [-0.1, 0.1, 0.1], [0.1, 0.0, -0.2], [-0.1, 0.1, 0.0], [-0.2, -0.2, -0.1], [-0.1, 0.1, 0.3], [-0.4, 0.4, -0.6], [-0.2, 0.7, 0.9], [0.9, -0.3, -1.9], [-0.1, 0.1, 1.2], [-1.0, -0.1, 0.6]],
  "spin_multiplicity": 4,
  "homo_energy_ev": [0.2, -3.3],
  "charge": -1
}



[6]
{
  "formula": "C4H6NO2S2",
  "method": "ωB97M-V/def2-TZVPD",
  "species": ["C", "C", "C", "C", "N", "O", "O", "S", "S", "H", "H", "H", "H", "H", "H"],
  "xyz": [[0.947544, -1.133711, -0.452476], [-0.171166, -0.884313, 0.584255], [1.352492, 0.323032, -0.629318], [0.282502, 0.338059, 1.264214], [-2.461591, 0.927217, -0.351878], [-3.558524, 0.886986, -0.904041], [1.308165, 0.890912, 0.658636], [-0.187712, 0.650446, 2.801331], [-1.464743, 2.150141, -0.203141], [1.803225, -1.722619, -0.165122], [0.781367, -1.521656, -1.356955], [-1.056865, -0.627684, -0.103450], [-0.496404, -1.679092, 1.186773], [2.256892, 0.515342, -1.165376], [0.664817, 0.886940, -1.163454]],
  "forces_ev_per_a": [[1.3, 2.1, 2.9], [-0.7, 0.2, -3.9], [0.8, -0.8, -0.3], [-0.5, -0.8, 2.2], [-0.8, -3.2, 0.1], [-0.3, 1.1, -0.3], [0.9, 0.6, 0.4], [0.1, 0.5, 0.3], [0.6, 2.3, -0.3], [0.5, -0.1, 1.0], [-1.9, -1.5, -3.6], [0.6, 0.0, 1.3], [-0.1, -0.8, 1.0], [1.2, 0.0, 0.4], [-1.9, 0.6, -1.3]],
  "e_above_lowest_kcal_mol": 62.6,
  "homo_energy_ev": -2.8,
  "charge": -1
}



[7]
{
  "formula": "C5H10O",
  "method": "ωB97M-V/def2-TZVPD",
  "species": ["C", "C", "C", "C", "C", "O", "H", "H", "H", "H", "H", "H", "H", "H", "H", "H"],
  "xyz": [[-1.070123, 0.993468, -1.733060], [0.353739, 0.455627, -1.567319], [0.783791, 0.750168, -0.151849], [-0.294663, -0.396686, 1.935700], [0.969942, -1.012705, 1.358503], [1.486036, -0.318182, 0.218490], [-1.112253, 2.046382, -1.442802], [-1.775865, 0.450374, -1.089146], [-1.413697, 0.879666, -2.764471], [1.049546, 0.907885, -2.281183], [0.379892, -0.635854, -1.713371], [-0.975856, -0.062958, 1.144274], [-0.808595, -1.154175, 2.532125], [-0.079696, 0.481594, 2.545432], [0.738907, -1.987697, 0.918585], [1.749175, -1.151261, 2.108556]],
  "forces_ev_per_a": [[-0.1, 0.1, -0.1], [0.1, 0.2, -0.1], [0.0, -0.4, -0.3], [0.0, 0.0, 0.2], [-0.1, -0.3, 0.4], [-0.3, 0.1, -0.3], [0.0, -0.1, -0.1], [0.2, 0.1, -0.1], [0.0, 0.1, 0.1], [-0.1, 0.1, -0.1], [0.1, 0.3, -0.2], [0.1, -0.2, 0.2], [0.1, 0.1, 0.1], [-0.1, -0.1, 0.0], [0.0, 0.0, 0.3], [0.0, 0.1, 0.0]],
  "e_above_lowest_kcal_mol": 89.1,
  "homo_energy_ev": -8.0,
  "charge": 0
}



> What is the formula in the fourth record?

C4H3N2OS3